(1)
Below is the molecule C22H22O8, with properties calculated with ωB97M-V/def2-TZVPD.

XYZ file:
```
52
Properties=species:S:1:pos:R:3:mulliken_charge:R:1
C 2.970 3.332 1.039 -1.0377
C 4.265 3.665 0.305 -0.2441
O 4.416 3.027 -0.954 -0.4555
C 4.340 1.628 -0.968 -0.4190
C 5.518 0.939 -0.256 -0.3363
O 5.407 -0.479 -0.389 -0.3321
C 4.594 -1.095 0.471 0.5653
O 3.985 -0.552 1.351 -0.5532
C 4.556 -2.594 0.183 -0.4644
O 3.420 -3.212 0.726 -0.4545
C 2.195 -2.792 0.321 0.7912
C 1.104 -3.377 0.988 -0.8704
C -0.175 -3.026 0.655 -0.8203
C -0.429 -2.074 -0.343 0.1110
C -1.805 -1.713 -0.692 0.9787
O -2.789 -2.243 -0.204 -0.7126
C -1.868 -0.656 -1.720 0.1396
O -3.064 -0.217 -2.202 -0.4987
C -4.105 -0.045 -1.309 0.2256
C -5.393 -0.304 -1.764 -0.8166
C -6.472 -0.082 -0.938 -0.5991
C -6.288 0.398 0.359 0.7541
O -7.423 0.573 1.096 -0.4488
C -7.297 1.014 2.425 -0.8230
C -5.000 0.667 0.805 -0.4263
C -3.917 0.455 -0.031 -0.1128
C -0.738 -0.182 -2.289 -0.4272
O 0.508 -0.583 -1.985 -0.4807
C 0.661 -1.503 -1.006 -0.2496
C 1.970 -1.869 -0.684 -0.0014
H 2.120 3.450 0.371 0.2705
H 2.853 4.013 1.877 0.4054
H 2.980 2.315 1.426 0.2460
H 5.127 3.448 0.950 0.2742
H 4.287 4.728 0.052 0.3525
H 4.355 1.353 -2.026 0.2897
H 3.401 1.271 -0.524 0.3244
H 6.466 1.215 -0.719 0.2504
H 5.525 1.195 0.808 0.3621
H 5.410 -3.064 0.680 0.3451
H 4.643 -2.761 -0.898 0.3572
H 1.310 -4.097 1.763 0.4651
H -1.027 -3.464 1.153 0.5066
H -5.529 -0.684 -2.764 0.4151
H -7.477 -0.283 -1.273 0.4095
H -8.311 1.052 2.820 0.2300
H -6.701 0.319 3.025 0.3355
H -6.852 2.014 2.478 0.3256
H -4.819 1.044 1.798 0.3588
H -2.919 0.673 0.323 0.4417
H -0.756 0.559 -3.075 0.5116
H 2.767 -1.398 -1.237 0.5417
```

Its LUMO energy is 0.27 eV. As for the energy relative to the best compared isomer or geometry (same formula, charge and spin): 0.131 eV. For the total energy, the calculation gives -39549.246 eV. For the maximum force, the calculation gives 0.91 eV/A. Its gap between HOMO and LUMO is 8.06 eV.

***

(2)
Below is a structure of composition C22H23AuO3PSi, with properties calculated with ωB97M-V/def2-TZVPD.

XYZ file:
```
51
Properties=species:S:1:pos:R:3:mulliken_charge:R:1
Au 0.822 -2.689 -0.885 0.3937
O -1.466 -2.480 -3.781 -0.6985
C -1.622 -1.957 -2.692 0.1951
O -1.107 -2.297 -1.557 -0.6245
C -2.525 -0.745 -2.515 -0.0034
C -3.664 -0.611 -3.299 -0.5812
C -4.545 0.436 -3.079 -0.4930
C -4.273 1.372 -2.089 -0.6667
C -3.113 1.269 -1.335 0.0297
C -2.223 0.215 -1.534 -0.0425
P -0.662 0.032 -0.550 0.5416
C -1.450 -0.288 1.094 0.9027
C -1.721 0.715 2.026 -0.1459
C -2.306 0.414 3.249 -0.6858
C -2.644 -0.895 3.559 -0.4814
C -2.398 -1.898 2.632 -0.7171
C -1.802 -1.601 1.415 -0.3230
C -0.104 1.786 -0.369 0.2443
C 0.809 2.097 0.646 -0.2076
C 1.489 3.304 0.661 -0.8118
C 1.296 4.227 -0.359 -0.4607
C 0.422 3.922 -1.393 -0.6589
C -0.260 2.712 -1.403 -0.6059
H -3.848 -1.350 -4.068 0.4817
H -5.452 0.516 -3.665 0.3711
H -4.968 2.181 -1.900 0.3942
H -2.901 2.013 -0.575 0.3863
H -1.477 1.745 1.799 0.3456
H -2.506 1.210 3.958 0.3869
H -3.095 -1.131 4.515 0.3613
H -2.666 -2.923 2.860 0.4016
H -1.604 -2.390 0.701 0.4081
H 0.989 1.372 1.433 0.4616
H 2.186 3.521 1.462 0.3797
H 1.836 5.166 -0.359 0.3667
H 0.277 4.626 -2.203 0.3777
H -0.921 2.483 -2.230 0.4087
C 3.931 -0.589 -0.631 -0.7112
Si 3.694 -2.075 0.504 0.4151
C 3.262 -1.357 2.199 -0.6391
C 5.335 -2.982 0.676 -1.0411
O 2.594 -3.098 -0.056 -0.6977
H 4.801 0.026 -0.380 0.3450
H 3.040 0.048 -0.581 0.0543
H 4.029 -0.922 -1.669 0.2383
H 4.154 -1.030 2.744 0.3397
H 2.732 -2.085 2.818 0.2670
H 2.607 -0.487 2.081 -0.0207
H 6.141 -2.309 0.987 0.3092
H 5.619 -3.432 -0.280 0.2517
H 5.260 -3.785 1.415 0.2590
```

Its LUMO energy is 2.82 eV. Its total charge is -1. As for the energy relative to the best compared isomer or geometry (same formula, charge and spin): 0.345 eV. For the total energy, the calculation gives -50192.998 eV. For the maximum force, the calculation gives 0.64 eV/A. Its gap between HOMO and LUMO is 7.55 eV.

***

(3)
Below is a structure of composition C22H23BN6NaP in a non-equilibrium geometry, with properties calculated with ωB97M-V/def2-TZVPD.

XYZ file:
```
54
Properties=species:S:1:pos:R:3:mulliken_charge:R:1
Na -0.169 0.211 0.673 1.0939
C -1.486 0.866 4.889 -0.9573
C -0.936 1.466 3.750 -0.3523
N -0.765 0.577 2.780 -0.5593
N -1.196 -0.603 3.264 0.2581
C -1.634 -0.457 4.529 -0.1795
B -1.193 -1.922 2.460 0.3649
N -2.128 -1.790 1.232 0.1366
C -3.159 -2.606 0.947 -0.1355
C -3.797 -2.125 -0.177 -1.1632
C -3.065 -0.980 -0.514 -0.1896
N -2.063 -0.788 0.335 -0.4431
N 0.246 -2.280 2.023 0.1285
C 0.889 -3.425 2.316 -0.1136
C 2.167 -3.348 1.802 -1.1631
C 2.212 -2.087 1.198 -0.1851
N 1.054 -1.452 1.335 -0.4117
H -1.737 1.325 5.829 0.3924
H -0.660 2.499 3.601 0.4597
H -2.020 -1.289 5.094 0.4215
H -1.609 -2.803 3.154 -0.1859
H -3.376 -3.469 1.555 0.4413
H -4.662 -2.530 -0.672 0.3858
H -3.230 -0.291 -1.326 0.4778
H 0.409 -4.216 2.867 0.4392
H 2.947 -4.087 1.859 0.3869
H 3.033 -1.613 0.685 0.4499
C 1.428 -0.332 -3.657 -1.2790
P 0.775 0.050 -1.946 0.5935
C -0.563 1.233 -2.379 0.9481
C -1.473 0.697 -3.300 -0.8176
C -2.599 1.396 -3.696 -0.7961
C -2.868 2.644 -3.149 -0.4338
C -1.997 3.174 -2.214 -0.9805
C -0.854 2.480 -1.833 0.1137
C 2.238 0.937 -1.275 0.9931
C 3.399 0.152 -1.308 -1.0423
C 4.593 0.603 -0.777 -0.5666
C 4.655 1.854 -0.176 -0.4734
C 3.514 2.633 -0.115 -0.9284
C 2.316 2.182 -0.655 0.1098
H 1.534 -1.408 -3.793 0.3153
H 2.400 0.136 -3.797 0.4013
H 0.743 0.046 -4.410 0.5388
H -1.298 -0.296 -3.699 0.4062
H -3.277 0.961 -4.419 0.3894
H -3.756 3.190 -3.440 0.3823
H -2.199 4.144 -1.777 0.4058
H -0.203 2.947 -1.110 0.2090
H 3.352 -0.836 -1.755 0.4257
H 5.474 -0.024 -0.821 0.4097
H 5.585 2.212 0.246 0.3869
H 3.551 3.609 0.352 0.4099
H 1.457 2.831 -0.586 0.0818
```

Its LUMO energy is 0.26 eV. For the total energy, the calculation gives -46512.095 eV. For the maximum force, the calculation gives 1.04 eV/A. Its gap between HOMO and LUMO is 8.63 eV.

***

(4)
Below is a structure of composition C22H23BrN4OsSeTe in a non-equilibrium geometry, with properties calculated with ωB97M-V/def2-TZVPD.

XYZ file:
```
53
Properties=species:S:1:pos:R:3:lowdin_spin:R:1
Os -0.531 1.895 0.007 1.8219
Br 6.145 -2.215 -0.048 0.3169
C 4.800 -0.937 -0.032 0.1715
C 5.141 0.430 0.021 0.0670
C 4.152 1.372 0.037 0.0122
C 2.777 1.006 0.000 0.1743
C 2.465 -0.368 -0.058 0.0227
C 3.442 -1.325 -0.073 0.0841
N 1.723 1.944 0.014 0.0209
C 2.066 3.201 0.020 0.0738
C 1.132 4.278 0.033 0.0162
C 1.615 5.581 0.038 0.0332
C 0.718 6.644 0.047 0.0212
C -0.630 6.343 0.052 0.0207
C -1.040 5.009 0.047 0.0384
N -0.199 3.973 0.037 0.0273
H 6.178 0.738 0.050 0.0003
H 4.490 2.394 0.083 -0.0021
H 1.427 -0.656 -0.097 -0.0019
H 3.195 -2.377 -0.119 0.0009
H 3.102 3.511 0.009 0.0006
H 2.683 5.756 0.033 0.0008
H 1.067 7.668 0.051 0.0004
H -1.376 7.126 0.058 0.0004
H -2.098 4.810 0.053 0.0020
C -4.414 1.532 1.516 -0.0034
Te -3.244 2.429 -0.026 0.0251
C -4.386 1.604 -1.629 -0.0033
H -5.338 2.107 1.531 -0.0007
H -3.909 1.642 2.472 0.0001
H -4.629 0.491 1.296 0.0005
H -4.743 0.609 -1.381 0.0003
H -3.802 1.602 -2.546 0.0001
H -5.230 2.282 -1.745 -0.0006
C -0.806 -2.885 -2.239 0.0030
N -0.733 -3.094 -0.796 0.0280
C -0.738 -2.144 0.173 0.0652
Se -1.291 -0.344 -0.079 0.3119
N -0.695 -2.759 1.380 0.0183
C -0.621 -4.118 1.208 0.1446
C -0.524 -5.171 2.106 -0.0048
C -0.456 -6.433 1.552 0.1798
C -0.492 -6.648 0.136 0.1530
C -0.582 -5.609 -0.759 -0.0007
C -0.645 -4.329 -0.208 0.1504
H -0.757 -1.826 -2.468 0.0029
H -1.739 -3.293 -2.628 0.0002
H 0.024 -3.397 -2.726 0.0002
H -0.725 -2.293 2.277 0.0005
H -0.514 -5.017 3.176 -0.0027
H -0.379 -7.290 2.209 0.0062
H -0.455 -7.664 -0.239 0.0050
H -0.623 -5.784 -1.826 -0.0026
```

Its LUMO energy (alpha / beta) is -12.37 / -14.85 eV. Its total charge is +4. As for the spin multiplicity: 5. The expectation value of S² is 6.07. For the total energy, the calculation gives -174253.432 eV. For the maximum force, the calculation gives 1.51 eV/A. Its gap between HOMO and LUMO (alpha / beta) is 6.96 / 4.37 eV.

***

(5)
Below is a structure of composition C22H23CdN2O9S in a non-equilibrium geometry, with properties calculated with ωB97M-V/def2-TZVPD.

XYZ file:
```
58
Properties=species:S:1:pos:R:3:mulliken_charge:R:1
Cd 2.005 -1.648 -2.105 1.5155
C 3.334 0.017 0.905 -1.5529
C 2.948 -1.446 0.944 1.6951
C 2.819 -1.917 2.385 -2.0500
O 1.595 -1.528 0.360 -0.3953
C 3.878 -2.381 0.100 0.4972
O 4.764 -2.907 0.749 -0.6725
O 3.731 -2.456 -1.199 -0.8846
H 2.613 0.615 1.489 0.3241
H 3.333 0.349 -0.111 0.3035
H 4.358 0.133 1.296 0.4098
H 2.059 -1.302 2.757 0.5370
H 3.753 -1.778 2.912 0.3831
H 2.584 -2.970 2.402 0.4060
H 1.325 -2.451 0.467 0.3353
O 0.206 -3.800 -0.195 -0.8178
C -0.144 -3.743 -1.366 0.2713
N 0.353 -2.952 -2.334 -0.3268
C -0.428 -3.035 -3.490 0.3486
O -0.248 -2.330 -4.467 -0.6491
C -1.412 -4.152 -3.269 0.2587
C -2.391 -4.736 -4.067 -0.5878
C -3.250 -5.640 -3.488 -0.3409
C -3.225 -5.932 -2.138 -0.5819
C -2.173 -5.440 -1.346 -0.4152
C -1.299 -4.566 -1.951 0.4255
H -2.520 -4.534 -5.115 0.4521
H -4.016 -6.128 -4.070 0.3678
H -3.928 -6.573 -1.677 0.4125
H -2.112 -5.558 -0.284 0.4597
C 0.851 5.158 4.534 -1.4270
C -0.091 4.633 3.443 0.6946
C -0.650 3.350 3.443 -0.8416
C -1.569 2.942 2.483 -0.3952
C -1.929 3.771 1.429 0.1741
C -1.277 4.995 1.276 -0.3853
C -0.456 5.453 2.304 -0.5986
S -2.907 3.157 0.111 1.3760
O -2.938 4.180 -0.861 -0.6945
O -4.126 2.694 0.680 -0.7935
N -2.036 1.869 -0.417 -0.2200
C -0.922 2.306 -1.280 -0.7342
C 0.100 1.177 -1.283 -0.2440
C 1.149 1.389 -2.363 0.6102
O 1.125 2.392 -3.027 -0.6932
O 2.014 0.495 -2.572 -0.9897
H 1.269 4.420 5.189 0.3850
H 0.438 5.902 5.128 0.3468
H 1.749 5.610 4.103 0.3454
H -0.447 2.702 4.257 0.4114
H -1.979 1.950 2.542 0.3933
H -1.554 5.552 0.404 0.5515
H -0.001 6.458 2.323 0.3210
H -2.670 1.168 -0.839 0.3230
H -0.500 3.253 -0.949 0.3832
H -1.252 2.525 -2.270 0.3147
H -0.371 0.301 -1.610 0.0995
H 0.465 0.988 -0.271 0.1592
```

Its LUMO energy is 2.08 eV. Its total charge is -1. For the total energy, the calculation gives -59998.953 eV. For the maximum force, the calculation gives 2.87 eV/A. Its gap between HOMO and LUMO is 8.40 eV.

***

(6)
Below is the molecule C22H23ClN2 in a non-equilibrium geometry, with properties calculated with ωB97M-V/def2-TZVPD.

XYZ file:
```
48
Properties=species:S:1:pos:R:3:mulliken_charge:R:1
C 2.542 0.647 1.842 -0.7704
N 2.721 1.643 0.775 -0.1429
C 2.341 3.050 0.770 -0.0088
C 2.988 3.586 -0.503 -0.7716
C 3.138 2.327 -1.461 -0.9858
C 2.436 1.221 -0.664 -0.0794
C 0.875 1.119 -0.770 0.8296
C 0.565 -0.279 -0.527 -1.0164
C 0.313 -1.462 -0.601 0.3618
C -0.120 -2.809 -0.662 -0.1468
C 0.506 -3.795 -1.520 -0.7819
C -0.117 -5.049 -1.632 -0.6113
C -1.255 -5.369 -0.816 0.8285
N -1.896 -6.616 -0.897 -0.5379
C -1.851 -4.407 0.007 -0.6479
C -1.360 -3.112 -0.016 -0.4708
C -0.022 2.198 -0.146 0.4471
C -1.389 1.835 0.342 -0.0917
C -1.587 1.071 1.620 -0.0154
C -2.934 0.750 1.995 -0.9653
C -3.945 1.246 1.171 0.4945
Cl -5.551 0.912 1.666 -0.2253
C -3.708 1.843 -0.072 -0.7865
C -2.484 2.164 -0.435 -0.2748
C 0.761 3.126 0.902 -1.4653
H 1.506 0.529 2.118 0.1715
H 3.073 -0.320 1.702 0.2343
H 2.869 1.243 2.692 0.3763
H 2.709 3.558 1.679 0.3530
H 4.013 3.875 -0.281 0.3400
H 2.410 4.405 -0.957 0.3566
H 4.123 2.193 -1.878 0.3584
H 2.540 2.604 -2.317 0.2648
H 3.012 0.221 -0.911 0.3965
H 0.528 1.103 -1.789 0.2554
H 1.414 -3.599 -2.057 0.4545
H 0.162 -5.893 -2.172 0.3553
H -1.509 -7.206 -1.639 0.2054
H -2.937 -6.614 -0.747 0.2267
H -2.703 -4.687 0.641 0.3222
H -1.939 -2.433 0.623 0.3914
H -0.124 2.843 -0.958 0.6523
H -0.807 0.684 2.274 0.2239
H -3.271 0.056 2.857 0.2706
H -4.577 1.968 -0.682 0.4048
H -2.335 2.590 -1.424 0.3530
H 0.412 2.836 1.908 0.5075
H 0.465 4.204 0.950 0.3604
```

Its LUMO energy is 0.79 eV. For the total energy, the calculation gives -38685.947 eV. For the maximum force, the calculation gives 4.35 eV/A. Its gap between HOMO and LUMO is 8.11 eV.

***

Look up the total energy of the fifth one. -59998.953 eV